Model A:
Computed, not measured: 4 unconnected molecules or ions with the total composition C2H12O3S2, with the ωB97M-V functional and the def2-TZVPD basis.

Summary:
E_LUMO, Eh: 0.01307
2S+1: 1
Kohn-Sham gap, eV: 9.75
SMILES: CSSC.O.O.O

Last column: Löwdin charge in e.
Atoms and positions in Å:
C1 -0.819 -0.660 1.611  -0.4143
S1 1.029 -0.701 1.453  0.4617
S2 1.202 -0.765 -0.631  0.4599
C2 0.889 -2.585 -0.805  -0.4243
H1 -1.193 0.328 1.360  0.0130
H2 -1.225 -1.342 0.868  0.0183
H3 -1.038 -1.012 2.608  0.0270
H4 -0.188 -2.732 -0.869  0.0221
H5 1.252 -2.832 -1.801  0.0266
H6 1.299 -3.050 0.079  0.0148
H7 -2.756 1.725 -0.531  -0.0003
H8 -3.547 0.428 -0.703  0.0188
O1 -3.587 1.286 -0.289  -0.0667
H9 -0.254 2.743 -0.344  0.0484
H10 0.036 1.322 -0.807  -0.0684
O2 -0.666 1.959 -0.692  -0.0596
H11 2.749 1.361 0.152  -0.0278
H12 3.829 2.247 -0.561  0.0335
O3 2.988 2.278 -0.100  -0.0827


Model B:
Computed, not measured: 4 unconnected molecules or ions with the total composition C2H12O3S2, with the ωB97M-V functional and the def2-TZVPD basis.

Summary:
E_LUMO, Eh: 0.01221
2S+1: 1
Kohn-Sham gap, eV: 8.78
SMILES: CCSS.O.O.O

Last column: Löwdin charge in e.
Atoms and positions in Å:
C1 2.399 -1.026 -1.282  -0.1324
C2 2.201 0.581 -1.476  -0.5134
S1 0.499 1.245 -0.934  0.3642
S2 -0.604 1.675 -2.532  0.3273
H1 2.424 -1.072 -0.188  0.0490
H2 3.378 -1.285 -1.781  0.0773
H3 1.428 -1.562 -1.540  0.0762
H4 2.424 1.071 -2.388  0.0272
H5 2.916 0.997 -0.788  0.0384
H6 -1.478 0.769 -2.228  -0.2487
H7 -2.879 2.051 1.077  -0.0046
H8 -1.977 1.119 0.625  -0.0292
O1 -2.038 1.782 1.297  -0.0223
H9 -0.484 -0.866 3.490  0.0475
H10 -1.814 -0.309 3.043  0.0471
O2 -1.338 -1.142 3.183  -0.0553
H11 -1.676 -1.698 1.461  0.0204
H12 -2.111 -1.131 0.231  0.0450
O3 -1.271 -1.197 0.730  -0.1138


The most stable arrangement is model A, and the next structure is 0.0493 hartree less stable.


Model A:
Computed, not measured: 2 unconnected molecules or ions with the total composition C5H13N2, with the ωB97M-V functional and the def2-TZVPD basis.

Summary:
Charge: +1
E_LUMO (alpha / beta), Eh: -0.18053 / -0.18136
2S+1: 1
Kohn-Sham gap (alpha / beta), eV: 7.70 / 7.67

Last column: Löwdin charge in e.
Atoms and positions in Å:
C1 -1.229 -0.700 -0.488  -0.1403
C2 -2.343 0.297 -0.560  -0.0217
C3 0.682 1.442 -1.189  0.0221
C4 1.448 0.932 1.128  -0.0256
C5 0.839 -2.320 0.815  0.2583
N1 0.685 0.559 -0.006  -0.2408
N2 -0.084 -0.484 -0.026  0.0180
H1 -1.409 -1.749 -0.539  0.1191
H2 -2.363 0.786 -1.588  0.1125
H3 -3.260 -0.420 -0.286  0.1458
H4 -2.249 0.963 0.228  0.0551
H5 -0.111 1.083 -1.912  0.1111
H6 0.544 2.421 -0.788  0.0889
H7 1.560 1.484 -1.752  0.0749
H8 1.247 0.242 2.016  0.1211
H9 2.492 1.125 0.917  0.0984
H10 0.936 1.885 1.409  0.1117
H11 -0.111 -2.448 1.250  0.0331
H12 1.724 -2.247 1.404  0.0490
H13 1.005 -2.850 -0.032  0.0096


Model B:
Computed, not measured: a gas-phase ion, C5H13N2 (charge +1), with the ωB97M-V functional and the def2-TZVPD basis.

Summary:
Charge: +1
E_LUMO, Eh: -0.11730
2S+1: 1
Kohn-Sham gap, eV: 9.93
SMILES: C=C(N)C[C@@H](C)[NH3+]

Last column: Löwdin charge in e.
Atoms and positions in Å:
C1 1.993 0.251 -0.729  -0.0173
C2 0.585 0.943 -0.614  -0.3244
C3 -0.255 0.935 0.661  -0.1262
C4 -0.751 -0.402 1.041  -0.4394
C5 -0.102 -1.277 1.942  0.1009
N1 -1.871 -0.825 0.308  0.0388
N2 -0.383 0.335 -1.611  0.1648
H1 1.956 -0.893 -0.773  0.1102
H2 2.351 0.452 -1.645  0.0259
H3 2.635 0.569 0.163  0.1254
H4 0.815 1.896 -1.004  0.1273
H5 -1.286 1.418 0.348  0.1676
H6 0.446 1.423 1.389  0.1488
H7 0.713 -0.852 2.748  0.1375
H8 -0.631 -2.188 2.146  0.0475
H9 -2.756 -0.590 0.866  0.1740
H10 -1.817 -1.797 0.308  0.0760
H11 0.156 -0.104 -2.370  0.1611
H12 -0.812 1.088 -2.158  0.1708
H13 -0.984 -0.383 -1.015  0.1307


Model C:
Computed, not measured: 2 unconnected molecules or ions with the total composition C5H13N2, with the ωB97M-V functional and the def2-TZVPD basis.

Summary:
Charge: +1
E_LUMO (alpha / beta), Eh: -0.14584 / -0.14585
2S+1: 1
Kohn-Sham gap (alpha / beta), eV: 8.69 / 8.69

Last column: Löwdin charge in e.
Atoms and positions in Å:
C1 -0.038 2.001 -1.276  -0.0677
C2 0.133 -1.893 1.810  -0.0943
C3 -0.692 -1.470 -0.619  -0.0879
C4 -0.108 0.937 0.835  -0.0251
C5 0.282 -1.128 0.528  -0.2152
N1 0.535 2.816 -2.189  0.1858
N2 0.568 1.672 -0.145  0.0462
H1 -1.109 1.811 -1.366  0.1719
H2 0.311 -1.172 2.611  0.0675
H3 -0.974 -2.088 2.004  0.1058
H4 0.709 -2.871 1.716  0.1194
H5 -1.592 -0.959 -0.572  0.0407
H6 -0.912 -2.485 -0.465  0.0570
H7 -0.268 -1.408 -1.695  0.1123
H8 -1.091 1.098 0.673  0.0580
H9 0.083 0.980 1.829  0.0658
H10 1.236 -1.119 0.215  0.0572
H11 0.055 3.277 -2.907  0.1083
H12 1.493 3.069 -2.239  0.1220
H13 1.454 1.917 0.244  0.1724


Model D:
Computed, not measured: 2 unconnected molecules or ions with the total composition C5H13N2, with the ωB97M-V functional and the def2-TZVPD basis.

Summary:
Charge: +1
E_LUMO, Eh: -0.11279
2S+1: 1
Kohn-Sham gap, eV: 9.19

Last column: Löwdin charge in e.
Atoms and positions in Å:
C1 0.302 -1.872 0.938  -0.1638
C2 0.787 -1.268 2.194  -0.0194
C3 -1.354 0.863 0.387  -0.1080
C4 0.279 1.829 -1.904  -0.0209
C5 -0.473 -0.125 -0.396  -0.1746
N1 0.132 -2.969 0.483  0.1973
N2 0.664 0.683 -1.053  -0.0714
H1 0.746 -2.082 2.840  0.0796
H2 0.102 -0.613 2.536  0.0417
H3 1.787 -0.837 2.213  0.1109
H4 -2.089 1.386 -0.308  0.1062
H5 -0.709 1.519 0.921  0.0691
H6 -1.936 0.285 1.046  0.0584
H7 1.185 2.255 -2.417  0.1261
H8 -0.343 1.323 -2.712  0.1205
H9 -0.491 2.372 -1.298  0.0998
H10 -0.980 -0.583 -1.284  0.1105
H11 -0.081 -3.372 -0.457  0.1310
H12 1.281 0.011 -1.412  0.1366
H13 1.192 1.197 -0.319  0.1706


The most stable arrangement is model B, and the next structure is 0.0254 hartree less stable.


Model A:
Computed, not measured: a molecular structure, C5H13N2, with the ωB97M-V functional and the def2-TZVPD basis.

Summary:
Charge: +1
E_LUMO, Eh: -0.22466
2S+1: 1
Kohn-Sham gap, eV: 7.33

Last column: Löwdin charge in e.
Atoms and positions in Å:
C1 2.778 -0.168 -0.712  -0.1094
C2 1.921 1.018 -0.168  -0.2152
C3 0.823 0.503 0.911  -0.1147
C4 -0.039 -0.780 0.474  -0.2294
C5 -0.591 0.016 -0.457  0.3461
N1 -4.032 0.747 -1.391  -0.0084
N2 -0.323 -1.701 1.462  0.1546
H1 2.139 -1.091 -0.785  0.0599
H2 3.840 -0.453 -0.387  0.0960
H3 3.090 0.102 -1.885  0.1379
H4 2.500 1.696 0.489  0.1144
H5 1.306 1.620 -0.922  0.1194
H6 0.157 1.239 1.268  0.1067
H7 1.375 0.072 1.739  0.1459
H8 -0.911 1.025 -0.613  0.1133
H9 -4.419 1.683 -1.425  0.0053
H10 -3.032 0.833 -1.735  0.0049
H11 -4.047 0.616 -0.350  0.0233
H12 -0.357 -1.568 2.500  0.1680
H13 -0.512 -2.630 1.314  0.0815


Model B:
Computed, not measured: 2 unconnected molecules or ions with the total composition C5H13N2, with the ωB97M-V functional and the def2-TZVPD basis.

Summary:
Charge: +1
E_LUMO, Eh: -0.13965
2S+1: 1
Kohn-Sham gap, eV: 8.54

Last column: Löwdin charge in e.
Atoms and positions in Å:
N1 -0.351 -2.581 1.269  0.2056
C1 -0.200 -2.089 0.069  -0.1641
N2 -1.069 -2.257 -0.895  0.2074
H1 -1.172 -3.112 1.530  0.1469
H2 0.302 -2.383 2.011  0.1448
H3 0.701 -1.530 -0.154  0.1342
H4 -0.935 -1.767 -1.766  0.1421
H5 -1.989 -2.635 -0.705  0.1480
C2 0.763 1.800 -0.719  -0.1783
C3 0.130 1.875 0.442  -0.1934
C4 -0.947 2.854 0.790  -0.0987
C5 1.820 0.776 -1.023  -0.1222
H6 0.599 2.516 -1.515  0.1091
H7 0.372 1.121 1.188  0.0898
H8 -1.735 2.359 1.361  0.0706
H9 -0.574 3.660 1.421  0.0791
H10 -1.389 3.306 -0.095  0.0766
H11 2.148 0.272 -0.107  0.0659
H12 2.709 1.236 -1.446  0.0788
H13 1.476 0.010 -1.725  0.0576


The most stable arrangement is model B, and the next structure is 0.2373 hartree less stable.


Model A:
Computed, not measured: a gas-phase ion, C5H13N2 (charge +1), with the ωB97M-V functional and the def2-TZVPD basis.

Summary:
Charge: +1
E_LUMO, Eh: -0.28022
2S+1: 1
Kohn-Sham gap, eV: 5.57

Last column: Löwdin charge in e.
Atoms and positions in Å:
C1 1.877 0.593 -0.147  -0.2561
C2 0.411 0.919 0.251  -0.1139
C3 -0.289 -0.485 0.077  -0.4561
C4 -0.179 -0.981 -1.268  0.3243
C5 -2.642 -0.036 -0.137  -0.0285
N1 -1.553 -0.547 0.865  0.0291
N2 2.684 0.471 1.086  0.0702
H1 2.287 1.480 -0.878  0.1799
H2 1.814 -0.330 -0.672  0.0665
H3 0.278 1.306 1.281  0.1323
H4 -0.061 1.620 -0.507  0.1403
H5 -0.264 -0.299 -2.055  0.1009
H6 -0.081 -2.058 -1.464  0.1409
H7 -3.065 0.937 0.182  0.1039
H8 -3.434 -0.715 -0.057  0.0679
H9 -2.230 -0.020 -1.111  0.0496
H10 -1.850 -1.483 0.954  0.0857
H11 2.221 0.435 1.979  0.0844
H12 3.696 0.449 1.046  0.0966
H13 0.381 -1.256 0.575  0.1820


Model B:
Computed, not measured: a gas-phase ion, C5H13N2 (charge +1), with the ωB97M-V functional and the def2-TZVPD basis.

Summary:
Charge: +1
E_LUMO, Eh: -0.12887
2S+1: 1
Kohn-Sham gap, eV: 10.12
SMILES: CCN1[C@H](C)[C@@H]1[NH3+]

Last column: Löwdin charge in e.
Atoms and positions in Å:
C1 0.914 0.709 0.400  -0.2327
C2 0.377 -0.643 0.571  -0.2093
C3 2.212 1.070 -0.308  -0.0222
C4 -2.579 -0.252 -0.076  -0.0605
C5 -1.639 0.988 -0.021  -0.1751
N1 -0.392 0.309 -0.233  -0.0573
N2 1.003 -1.783 -0.192  0.2880
H1 0.951 1.481 1.250  0.1782
H2 -0.073 -0.863 1.488  0.1469
H3 2.325 2.056 -0.507  0.0494
H4 2.306 0.423 -1.296  0.1244
H5 3.009 0.927 0.281  0.0410
H6 -2.657 -0.831 0.834  0.0708
H7 -3.680 0.058 -0.303  0.1213
H8 -2.278 -0.844 -0.825  0.0169
H9 -1.676 1.636 -0.793  0.0868
H10 -1.566 1.477 0.985  0.1390
H11 0.364 -2.468 -0.462  0.1441
H12 1.779 -2.092 0.334  0.1588
H13 1.302 -1.358 -1.126  0.1915


The most stable arrangement is model B, and the next structure is 0.0834 hartree less stable.


Model A:
Computed, not measured: a gas-phase ion, C5H13N2 (charge +1), with the ωB97M-V functional and the def2-TZVPD basis.

Summary:
Charge: +1
E_LUMO, Eh: -0.11609
2S+1: 1
Kohn-Sham gap, eV: 10.74
SMILES: C=N[C@H](CC)[NH2+]C

Last column: Löwdin charge in e.
Atoms and positions in Å:
C1 0.873 -1.977 -1.062  -0.0435
C2 0.628 -0.284 1.870  -0.1332
C3 -1.946 1.035 -1.197  0.0091
C4 1.320 0.357 0.698  -0.2191
C5 0.292 0.426 -0.461  -0.1934
N1 -0.077 -1.198 -0.924  0.0602
N2 -1.068 0.836 -0.003  -0.0076
H1 0.751 -2.916 -1.494  0.0759
H2 1.881 -1.808 -0.898  0.0601
H3 0.098 0.545 2.430  0.0878
H4 -0.057 -1.134 1.683  0.0866
H5 1.439 -0.513 2.674  0.1268
H6 -2.871 1.523 -1.069  0.0832
H7 -1.290 1.557 -1.988  0.1337
H8 -2.045 -0.065 -1.485  0.1156
H9 1.786 1.347 1.013  0.1424
H10 2.165 -0.346 0.310  0.1257
H11 0.615 0.677 -1.462  0.1418
H12 -1.030 1.665 0.621  0.1906
H13 -1.465 0.274 0.743  0.1573


Model B:
Computed, not measured: 2 unconnected molecules or ions with the total composition C5H13N2, with the ωB97M-V functional and the def2-TZVPD basis.

Summary:
Charge: +1
E_LUMO, Eh: -0.15271
2S+1: 1
Kohn-Sham gap, eV: 8.79

Last column: Löwdin charge in e.
Atoms and positions in Å:
C1 -0.367 1.335 -0.218  -0.2624
C2 0.929 1.303 0.064  -0.1778
C3 -0.741 -1.698 0.112  -0.1177
C4 -0.923 1.288 -1.616  -0.1040
C5 1.567 1.504 1.436  -0.1039
N1 -0.309 -2.093 1.328  0.2109
N2 -0.522 -2.293 -1.056  0.2081
H1 -1.001 1.656 0.589  0.1085
H2 1.704 1.178 -0.773  0.1361
H3 -1.195 -0.801 -0.062  0.0761
H4 -0.185 1.579 -2.475  0.1217
H5 -1.727 2.077 -1.405  0.1082
H6 -1.323 0.316 -1.955  0.0399
H7 1.930 2.485 1.586  0.0566
H8 2.395 0.716 1.530  0.0904
H9 1.034 1.124 2.353  0.0765
H10 -0.018 -1.508 2.097  0.1342
H11 0.066 -2.990 1.524  0.1202
H12 -0.349 -3.297 -1.197  0.1579
H13 -0.967 -1.882 -1.863  0.1204


Model C:
Computed, not measured: a gas-phase ion, C5H13N2 (charge +1), with the ωB97M-V functional and the def2-TZVPD basis.

Summary:
Charge: +1
E_LUMO, Eh: -0.13632
2S+1: 1
Kohn-Sham gap, eV: 8.34
SMILES: C[C@@H](N)C/C=C/[NH3+]

Last column: Löwdin charge in e.
Atoms and positions in Å:
C1 0.835 0.489 2.688  -0.0770
C2 0.703 -0.235 1.347  -0.4556
C3 -0.419 0.431 0.535  -0.1612
C4 -0.073 0.543 -0.916  -0.0552
C5 -0.963 0.177 -1.828  -0.0499
N1 -0.542 0.322 -3.290  0.2073
N2 0.407 -1.644 1.495  0.0478
H1 -0.098 0.602 3.248  0.0832
H2 1.540 0.070 3.411  0.0795
H3 1.160 1.537 2.609  0.0813
H4 1.660 -0.091 0.833  0.1275
H5 -1.368 -0.060 0.778  0.1270
H6 -0.671 1.430 0.910  0.1322
H7 0.913 0.908 -1.161  0.1319
H8 -1.858 -0.383 -1.618  0.1289
H9 -1.182 -0.158 -3.912  0.1653
H10 -0.490 1.322 -3.492  0.1712
H11 0.400 -0.078 -3.352  0.1722
H12 -0.569 -1.850 1.414  0.0626
H13 0.895 -2.119 2.234  0.0811


Model D:
Computed, not measured: 2 unconnected molecules or ions with the total composition C5H13N2, with the ωB97M-V functional and the def2-TZVPD basis.

Summary:
Charge: +1
E_LUMO, Eh: -0.13791
2S+1: 1
Kohn-Sham gap, eV: 10.54

Last column: Löwdin charge in e.
Atoms and positions in Å:
C1 2.953 -0.841 0.757  0.0211
C2 -3.235 0.617 0.330  -0.1001
C3 2.740 1.272 -0.420  -0.1034
C4 -2.499 -0.602 -0.207  -0.2104
C5 -1.031 -0.497 0.143  -0.0739
N1 -0.197 -0.842 -0.734  0.1812
N2 2.302 -0.090 -0.047  -0.1610
H1 2.565 -1.776 0.896  0.0444
H2 3.906 -0.444 1.324  0.1403
H3 -4.368 0.456 0.155  0.1133
H4 -3.004 1.715 0.155  0.0995
H5 -2.988 0.422 1.449  0.1029
H6 2.451 1.250 -1.606  0.1338
H7 3.835 1.509 -0.340  0.0904
H8 2.182 2.023 0.133  0.0706
H9 -2.606 -0.910 -1.205  0.1000
H10 -2.750 -1.398 0.520  0.1424
H11 -0.668 -0.077 1.057  0.1467
H12 0.919 -0.626 -0.703  0.1127
H13 -0.506 -1.159 -1.657  0.1495


The most stable arrangement is model C, and the next structure is 0.0143 hartree less stable.